No. 1
{"formula": "C4H7FO", "method": "ωB97M-V with the def2-TZVPD basis set", "species": ["C", "O", "C", "C", "C", "F", "H", "H", "H", "H", "H", "H", "H"], "xyz": [[-2.307, -0.510, -0.094], [-1.399, 0.523, 0.034], [-0.084, 0.086, 0.072], [0.887, 0.946, -0.229], [2.244, 0.322, 0.070], [2.114, -1.100, -0.148], [-2.155, -1.228, -0.957], [-2.169, -1.183, 0.795], [-3.387, -0.124, -0.131], [0.068, -0.981, 0.377], [0.623, 2.066, -0.338], [2.597, 0.461, 1.169], [2.968, 0.721, -0.620]], "mol_weight_da": 90.10, "homo_energy_ev": -8.9, "largest_force_ha_per_bohr": 0.055, "lumo_ev": 1.1, "de_lowest_kcal_mol": 44.28}

***

No. 2
{"formula": "C6H10", "method": "ωB97M-V with the def2-TZVPD basis set", "species": ["C", "C", "C", "C", "C", "C", "H", "H", "H", "H", "H", "H", "H", "H", "H", "H"], "xyz": [[1.846, 0.860, 0.235], [1.305, 0.965, -0.974], [0.594, -0.210, -1.577], [-0.650, -0.480, -0.747], [-0.883, 0.020, 0.470], [-1.706, -0.648, 1.522], [2.156, 1.714, 0.824], [1.916, -0.112, 0.723], [1.174, 1.935, -1.446], [1.219, -1.116, -1.495], [0.379, -0.088, -2.645], [-1.328, -1.235, -1.142], [-0.364, 0.911, 0.811], [-2.260, 0.057, 2.146], [-2.386, -1.390, 1.104], [-1.011, -1.181, 2.190]], "mol_weight_da": 82.15, "homo_energy_ev": -8.8, "largest_force_ha_per_bohr": 0.008, "lumo_ev": 1.2, "de_lowest_kcal_mol": 34.06}

***

No. 3
{"formula": "C7H2CaN2O7S3Sb", "method": "ωB97M-V with the def2-TZVPD basis set", "species": ["Ca", "S", "Sb", "S", "S", "O", "C", "O", "C", "C", "C", "C", "C", "C", "O", "N", "O", "O", "N", "O", "O", "H", "H"], "xyz": [[1.404, 2.726, 0.009], [4.652, 5.950, 2.024], [3.860, 5.199, 0.003], [4.145, 2.888, -0.333], [1.549, 5.500, -0.291], [-2.826, 1.819, -0.156], [-1.612, 1.606, -0.117], [-0.705, 2.492, -0.086], [-1.144, 0.145, -0.099], [-2.141, -0.803, -0.105], [-1.870, -2.174, -0.095], [-0.550, -2.636, -0.081], [0.439, -1.693, -0.058], [0.234, -0.257, -0.074], [1.243, 0.503, -0.078], [1.810, -2.182, -0.008], [2.427, -2.047, 1.031], [2.251, -2.730, -1.005], [-2.933, -3.122, -0.097], [-4.093, -2.724, -0.108], [-2.650, -4.322, -0.071], [-3.160, -0.446, -0.121], [-0.328, -3.693, -0.083]], "total_charge": -2, "mol_weight_da": 484.14, "homo_energy_ev": [-1.9, -2.6], "multiplicity": 2, "largest_force_ha_per_bohr": 0.017, "lumo_ev": [4.2, 3.7]}

***

Question: Number 3 is which compound?
Answer: C7H2CaN2O7S3Sb

***

Question: Which formula does entry 3 have?
Answer: C7H2CaN2O7S3Sb